No. 1
{"formula": "C10H19N3O5", "method": "wB97M-V/def2-TZVPD", "symbols": ["N", "C", "C", "C", "C", "C", "N", "C", "O", "C", "N", "C", "C", "O", "O", "C", "O", "O", "H", "H", "H", "H", "H", "H", "H", "H", "H", "H", "H", "H", "H", "H", "H", "H", "H", "H", "H"], "xyz": [[-1.091, -0.145, -3.184], [-0.490, -1.446, -3.749], [1.073, -1.509, -3.471], [1.447, -0.883, -2.170], [0.829, -1.547, -0.914], [-0.568, -0.971, -0.574], [-0.453, 0.403, -0.157], [0.135, 0.766, 1.060], [1.035, 0.060, 1.560], [-0.138, 2.047, 1.765], [-1.362, 2.084, 2.497], [0.996, 2.549, 2.770], [1.176, 1.738, 3.999], [1.767, 2.283, 4.926], [0.687, 0.491, 4.057], [-1.370, -1.722, 0.485], [-1.112, -2.728, 1.052], [-2.349, -0.878, 0.940], [-2.115, -0.174, -2.909], [-0.637, 0.157, -2.301], [-0.876, -1.538, -4.786], [-0.906, -2.328, -3.248], [1.239, -2.639, -3.345], [1.682, -1.426, -4.414], [1.354, 0.271, -2.154], [2.546, -0.951, -1.964], [1.513, -1.476, -0.041], [0.695, -2.634, -1.102], [-1.031, -0.927, -1.558], [-1.208, 0.814, -0.544], [-0.270, 2.961, 1.094], [-1.371, 3.043, 2.830], [-1.475, 1.507, 3.352], [0.905, 3.513, 3.114], [1.960, 2.484, 2.284], [0.659, 0.129, 3.214], [-2.876, -1.377, 1.586]], "mulliken_charge": [-0.874, -0.301, -0.621, -1.088, -0.322, -0.007, -0.191, 0.264, -0.747, 0.287, -0.619, -0.937, 0.520, -0.600, -0.543, 0.001, -0.553, -0.468, 0.341, 0.663, 0.429, 0.229, 0.285, 0.340, 0.370, 0.468, 0.382, 0.495, -0.008, 0.288, 0.345, 0.310, 0.323, 0.423, 0.314, 0.433, 0.371], "e_tot_ha": -932.85343, "gap_ev": 9.8754, "mol_weight_g_mol": 261.28, "homo_energy_ev": -9.590}

***

No. 2
{"formula": "C10H19N9O2P", "method": "wB97M-V/def2-TZVPD", "symbols": ["N", "P", "N", "C", "N", "C", "C", "C", "N", "N", "N", "N", "N", "O", "N", "O", "H", "H", "H", "H", "H", "H", "H", "H", "H", "H", "H", "H", "H", "C", "C", "C", "C", "C", "C", "H", "H", "H", "H", "H", "H"], "xyz": [[-0.384, 5.265, 0.554], [-1.549, 5.073, -0.465], [-2.700, 3.889, 0.176], [-2.267, 2.638, 0.280], [-1.025, 2.310, -0.139], [-0.912, 1.027, 0.148], [0.376, 0.304, -0.134], [1.178, 0.240, 1.265], [0.588, -0.853, 2.036], [2.596, 0.014, 1.042], [1.059, 1.494, 2.000], [-2.001, 0.528, 0.690], [-2.876, 1.575, 0.757], [-4.111, 1.484, 1.284], [-4.003, 2.023, 2.699], [-3.571, 1.241, 3.398], [-0.310, 6.233, 0.851], [-1.064, 4.531, -1.669], [-2.203, 6.305, -0.672], [-3.630, 4.130, 0.496], [0.119, -0.717, -0.445], [0.953, 0.825, -0.897], [0.293, -0.542, 2.958], [-0.265, -1.188, 1.605], [2.753, -0.916, 0.662], [2.897, 0.727, 0.383], [0.237, 1.530, 2.588], [1.127, 2.317, 1.410], [-2.180, -0.412, 1.011], [1.959, -3.510, -3.141], [1.756, -4.880, -3.229], [1.540, -5.627, -2.078], [1.518, -5.003, -0.839], [1.718, -3.632, -0.749], [1.943, -2.887, -1.900], [2.131, -2.928, -4.038], [1.767, -5.367, -4.196], [1.389, -6.696, -2.148], [1.346, -5.585, 0.058], [1.700, -3.145, 0.220], [2.105, -1.817, -1.830]], "mulliken_charge": [-0.595, 0.283, -0.241, 0.283, -0.316, 0.246, -1.119, 0.684, -0.599, -0.601, -0.721, -0.008, 0.245, -0.365, 0.432, -0.168, 0.241, 0.129, 0.113, 0.294, 0.471, 0.353, 0.330, 0.177, 0.292, 0.327, 0.208, 0.307, 0.306, -0.562, -0.384, -0.364, -0.604, -0.121, -0.076, 0.366, 0.365, 0.371, 0.376, 0.297, 0.347], "e_tot_ha": -1376.64204, "total_charge": 1, "gap_ev": 6.1640, "mol_weight_g_mol": 328.30, "homo_energy_ev": -11.441}

***

No. 3
{"formula": "C10H19PSi", "method": "wB97M-V/def2-TZVPD", "symbols": ["C", "C", "C", "C", "C", "C", "C", "C", "C", "C", "Si", "P", "H", "H", "H", "H", "H", "H", "H", "H", "H", "H", "H", "H", "H", "H", "H", "H", "H", "H", "H"], "xyz": [[-0.957, 1.350, -0.164], [-1.299, 1.138, -1.403], [1.065, 0.177, -0.526], [0.278, 0.939, 0.478], [-0.481, 0.366, -2.372], [0.435, 1.167, -3.320], [-1.165, -0.885, -2.743], [2.000, -0.512, 2.583], [-0.508, -1.907, 1.447], [-0.961, 0.472, 3.287], [0.174, -0.278, 2.007], [2.644, -0.353, -0.748], [-1.474, 1.957, 0.496], [-2.247, 1.484, -1.788], [0.760, 1.818, 0.931], [0.578, 2.221, -2.777], [-0.114, 1.303, -4.254], [1.321, 0.548, -3.332], [-0.402, -1.701, -2.697], [-1.374, -0.673, -3.797], [-2.000, -1.346, -2.149], [1.978, -0.182, 3.591], [2.282, -1.607, 2.522], [2.631, 0.067, 1.861], [-0.716, -2.594, 2.335], [-1.419, -1.836, 1.008], [0.093, -2.365, 0.584], [-1.021, 1.506, 3.546], [-1.962, 0.166, 3.171], [-0.629, 0.137, 4.377], [2.487, -0.575, -2.154]], "mulliken_charge": [-0.902, -0.833, -0.734, 0.980, 0.911, -1.082, -1.375, -1.149, -1.115, -1.259, 0.441, -0.114, 0.555, 0.367, 0.370, 0.239, 0.489, 0.229, 0.300, 0.382, 0.315, 0.402, 0.267, 0.287, 0.305, 0.461, 0.279, 0.429, 0.366, 0.260, -0.068], "e_tot_ha": -1023.09071, "gap_ev": 7.9100, "mol_weight_g_mol": 198.32, "homo_energy_ev": -7.330}